85
Properties=species:S:1:pos:R:3:forces:R:3:lowdin_charge:R:1 method="wB97M-V/def2-TZVPD" homo_lumo_gap_ev=8.9 total_charge=0 spin_multiplicity=1 energy_ha=-2968.329609
C 4.862343 -2.515912 -0.841987 0.1 0.1 -0.1 -0.012
C 4.713884 -1.485571 -1.668188 0.0 0.1 0.2 -0.297
C 3.806416 -0.312668 -1.420169 0.2 -0.2 -0.2 -0.288
Si 2.187439 -0.478215 -2.372681 0.1 0.3 0.1 0.337
O 0.949307 -0.099334 -1.360372 0.0 0.1 -0.4 -0.437
Si -0.581530 0.419614 -1.728556 -0.3 -0.1 0.1 0.508
C -1.313172 1.265385 -0.229377 0.0 0.1 0.1 -0.299
C -2.599743 0.610215 0.291857 -0.1 0.3 0.1 -0.293
C -3.758448 0.709137 -0.710473 0.0 -0.2 -0.2 -0.236
P -5.070076 -0.473632 -0.378862 -0.1 0.0 0.4 0.469
O -5.873610 -0.165065 0.814260 0.0 0.0 -0.1 -0.253
O -4.285413 -1.852777 -0.336132 -0.1 0.1 -0.2 -0.215
C -4.967447 -3.048578 0.092760 0.1 -0.2 0.1 -0.240
C -5.707291 -3.745899 -1.049891 0.0 -0.1 0.1 -0.065
O -5.928026 -0.622434 -1.721479 0.2 0.1 -0.1 -0.220
C -6.676335 0.503360 -2.208321 -0.2 0.2 -0.1 -0.256
C -8.026873 0.665171 -1.509535 0.1 0.0 0.2 -0.068
P 2.130938 -2.573035 -3.287861 0.4 -0.3 0.1 0.404
O 1.724942 -3.406066 -1.913752 -0.3 0.3 -0.2 -0.447
Cl 0.314183 -2.523017 -4.305347 -0.2 0.2 0.1 0.121
H 5.364315 -3.420297 -1.163217 0.3 0.2 0.1 0.059
H 4.502935 -2.481018 0.181475 -0.4 -0.1 -0.2 0.053
H 5.268896 -1.471990 -2.603553 -0.3 -0.2 -0.2 0.098
H 4.275087 0.611319 -1.770550 0.0 0.1 0.3 0.067
H 3.546701 -0.239514 -0.360385 0.0 0.1 0.0 0.083
H 2.159343 0.465748 -3.519442 0.0 -0.1 -0.1 -0.002
H -1.405132 -0.755399 -2.094001 0.0 0.0 0.0 -0.004
H -0.556011 1.325552 -2.904201 0.2 0.0 0.0 -0.013
H -0.565312 1.269834 0.569837 0.1 -0.1 -0.1 0.077
H -1.499725 2.319784 -0.459059 0.0 0.0 0.0 0.071
H -2.912387 1.119454 1.205643 0.0 -0.1 0.1 0.114
H -2.419219 -0.429197 0.569065 0.1 0.0 -0.1 0.090
H -4.222664 1.696978 -0.664000 0.1 0.0 0.0 0.101
H -3.429223 0.554438 -1.742908 0.1 -0.1 0.0 0.081
H -5.629069 -2.804721 0.924625 0.0 0.1 -0.1 0.110
H -4.178558 -3.689846 0.480535 0.0 0.1 0.0 0.113
H -5.590621 -3.188840 -1.976566 0.0 0.0 0.0 0.070
H -6.769040 -3.847885 -0.829370 0.0 0.1 -0.1 0.075
H -5.317267 -4.752295 -1.200553 0.0 0.0 -0.1 0.069
H -6.080545 1.415610 -2.114632 0.1 -0.1 0.1 0.103
H -6.804163 0.334591 -3.275579 0.0 -0.2 0.0 0.115
H -8.181549 -0.166257 -0.823831 -0.1 -0.1 -0.1 0.075
H -8.842099 0.704422 -2.230037 0.0 0.0 0.0 0.070
H -8.050316 1.567259 -0.900111 0.0 0.0 0.0 0.074
H 1.268452 -4.221218 -2.151443 0.1 -0.2 0.1 0.036
C 3.573160 6.216918 1.497015 0.0 0.0 0.0 -0.112
C 3.115818 6.323460 0.046110 0.0 0.0 0.0 -0.270
C 1.760585 5.667734 -0.215520 0.0 0.0 0.0 -0.226
C 1.713456 4.162947 0.056342 0.0 0.0 0.0 -0.222
C 2.727457 3.335741 -0.732286 -0.1 0.0 0.0 -0.260
C 2.535715 3.420641 -2.243475 0.0 -0.1 0.1 -0.105
H 3.707652 5.178240 1.803318 0.0 0.0 0.0 0.064
H 4.525805 6.726524 1.646670 0.0 0.0 0.0 0.069
H 2.842467 6.672091 2.169271 0.0 0.0 0.0 0.075
H 3.875402 5.888731 -0.609738 0.0 0.0 0.0 0.097
H 3.047441 7.378917 -0.229732 0.0 0.0 0.0 0.104
H 1.466004 5.862075 -1.250501 0.0 0.0 0.0 0.101
H 1.004286 6.156218 0.407135 0.0 0.0 0.0 0.110
H 0.705880 3.799685 -0.174674 0.0 0.0 0.0 0.097
H 1.858555 3.978112 1.124188 0.0 0.0 0.0 0.104
H 2.632469 2.291433 -0.419030 0.0 0.0 0.0 0.087
H 3.746131 3.638023 -0.473129 0.0 0.0 0.0 0.103
H 1.531934 3.087568 -2.520446 0.0 0.0 0.0 0.062
H 3.255136 2.784050 -2.761765 0.0 0.0 0.0 0.056
H 2.670564 4.435915 -2.618909 0.0 0.0 0.0 0.069
C 3.983648 -3.375893 4.184875 0.0 0.0 0.0 -0.112
C 2.866520 -2.343299 4.077932 0.0 0.0 0.1 -0.270
C 1.465289 -2.952359 4.116206 0.0 0.0 0.0 -0.228
C 1.158440 -3.921212 2.972250 0.0 0.0 0.0 -0.225
C 1.322373 -3.326810 1.575110 -0.1 0.0 0.0 -0.264
C 0.386932 -2.155259 1.298618 0.0 0.0 0.0 -0.097
H 3.965838 -4.077732 3.349280 0.0 0.0 0.0 0.064
H 4.963458 -2.896187 4.187287 0.0 0.0 0.0 0.068
H 3.892957 -3.952615 5.108022 0.0 0.0 0.0 0.074
H 2.994925 -1.759779 3.161416 0.0 0.0 0.0 0.093
H 2.957432 -1.632463 4.903485 0.0 0.0 0.0 0.104
H 0.728592 -2.144490 4.119121 0.0 0.0 0.0 0.100
H 1.333394 -3.481031 5.065741 0.0 0.0 0.0 0.109
H 0.131425 -4.282427 3.088330 0.0 0.0 0.0 0.109
H 1.796730 -4.805035 3.059515 0.0 0.0 0.0 0.101
H 1.131380 -4.109112 0.836516 0.0 0.0 0.0 0.098
H 2.358232 -3.013373 1.416930 0.0 0.0 0.0 0.085
H -0.657852 -2.456747 1.415571 0.0 0.0 0.0 0.078
H 0.517940 -1.787560 0.282745 0.0 0.0 0.0 0.039
H 0.572118 -1.318827 1.976575 0.0 0.0 0.0 0.073


97
Properties=species:S:1:pos:R:3:forces:R:3:lowdin_charge:R:1 method="wB97M-V/def2-TZVPD" homo_lumo_gap_ev=9.7 total_charge=0 spin_multiplicity=1 smiles="CCOCCOCCOCBCCCI.CCOS(C)(=O)=O.CCOS(C)(=O)=O.CCOS(C)(=O)=O.CCOS(C)(=O)=O" energy_ha=-3914.396752
C -3.138767 -0.628404 -2.676642 1.5 -0.5 0.1 -0.061
C -2.229573 -1.911632 -2.736079 -1.1 0.3 0.9 -0.264
O -0.843313 -1.600272 -2.602509 -0.4 -0.2 -0.9 -0.162
C -0.141870 -1.820916 -3.819556 1.3 0.4 0.1 -0.187
C 1.354760 -1.419246 -3.551002 -0.9 -1.2 -0.2 -0.181
O 1.436539 -0.085999 -3.084586 0.3 -0.1 -0.5 -0.162
C 2.125244 0.758733 -3.986876 0.6 0.3 -1.2 -0.166
C 1.373153 0.910084 -5.363244 0.9 -0.4 1.4 -0.216
O 2.074614 1.844822 -6.159318 -0.6 0.3 0.3 -0.166
C 1.209772 2.502650 -7.084157 -0.3 -0.1 -1.0 -0.172
B 0.321880 1.518264 -7.994823 -0.1 0.7 0.0 -0.111
C -0.821343 2.026711 -8.986611 0.6 -0.1 0.0 -0.193
C -2.121067 1.160589 -8.980216 -0.3 1.1 0.4 -0.325
C -2.616437 0.744819 -7.568270 -0.6 -0.8 -0.9 -0.620
I -3.317045 2.438411 -6.375330 0.5 -0.7 -0.3 0.711
H -2.715684 0.129611 -3.362092 -0.5 -0.3 0.2 0.058
H -4.184843 -0.880944 -2.913067 0.4 0.2 0.1 0.075
H -3.025530 -0.236955 -1.645723 -0.4 -0.1 -0.6 0.073
H -2.504802 -2.506209 -1.836758 0.2 0.0 -0.6 0.108
H -2.447634 -2.519213 -3.638004 0.3 0.3 0.4 0.115
H -0.199401 -2.896295 -4.100446 0.1 0.5 0.1 0.130
H -0.529438 -1.211085 -4.665170 -0.1 -0.2 0.5 0.117
H 1.730386 -2.151957 -2.804412 -0.1 0.7 0.0 0.131
H 1.974142 -1.581387 -4.460467 -0.4 0.1 0.4 0.124
H 3.125603 0.336764 -4.243537 -0.4 0.2 0.3 0.133
H 2.314632 1.743747 -3.518597 -0.4 -0.5 -0.1 0.134
H 1.450111 -0.081386 -5.855082 -0.6 0.5 0.2 0.109
H 0.331991 1.202992 -5.115018 0.3 -0.1 -0.5 0.137
H 1.879773 3.043636 -7.799606 -0.4 -0.2 0.4 0.132
H 0.593341 3.305532 -6.608842 0.3 -0.5 0.0 0.123
H 0.564647 0.349785 -7.948551 0.0 -0.1 0.0 0.086
H -1.016425 3.110169 -8.831784 -0.2 -0.7 0.0 0.092
H -0.393892 1.953806 -10.018980 -0.1 0.1 0.6 0.114
H -2.924252 1.790515 -9.423556 0.4 -0.5 0.2 0.097
H -2.038446 0.272730 -9.634644 0.2 0.2 0.5 0.114
H -1.908818 0.106315 -7.006361 -0.2 0.8 -0.1 0.040
H -3.522124 0.120135 -7.715289 0.4 0.5 0.3 0.042
O -3.335122 -5.630809 1.772510 0.1 0.4 0.3 -0.269
S -2.472419 -5.218176 2.843221 0.6 -0.3 -0.1 0.604
O -2.916519 -4.291916 3.848885 0.0 -0.2 -0.6 -0.294
O -1.087395 -4.686546 2.221362 -0.3 -0.5 0.3 -0.261
C -1.145019 -3.667378 1.214295 -0.1 0.8 -0.4 -0.257
C -1.395021 -2.300696 1.823010 -0.2 0.1 0.2 -0.070
C -1.819601 -6.650236 3.644947 0.1 0.0 0.0 -0.111
H -1.900572 -3.912015 0.463645 0.0 -0.1 0.1 0.108
H -0.178361 -3.664761 0.710147 0.0 -0.3 0.2 0.124
H -2.392098 -2.233657 2.260432 0.0 0.0 -0.1 0.070
H -1.303520 -1.521068 1.064710 0.1 -0.1 0.0 0.073
H -0.681124 -2.103626 2.624237 0.1 0.0 -0.1 0.086
H -1.434253 -7.330128 2.889410 0.0 0.1 0.0 0.075
H -2.634950 -7.118547 4.195210 -0.1 0.1 -0.1 0.075
H -1.033443 -6.341416 4.330444 0.0 0.0 0.0 0.077
O -5.374962 -6.252959 5.590489 0.0 -0.1 0.5 -0.283
S -5.298564 -5.402031 6.746788 -0.1 0.7 0.0 0.595
O -4.998300 -5.935271 8.046724 -0.1 -0.2 -0.5 -0.283
O -6.653542 -4.537384 6.843130 0.6 -0.1 -0.1 -0.263
C -7.903642 -5.235817 6.820807 -0.7 -0.4 0.2 -0.265
C -8.222406 -5.871410 8.161418 0.2 -0.1 0.1 -0.076
C -4.201122 -4.061280 6.409407 -0.2 0.1 0.2 -0.133
H -7.912693 -5.978028 6.018920 0.2 0.1 0.0 0.115
H -8.665790 -4.493561 6.581607 0.3 0.2 -0.1 0.121
H -7.531484 -6.684921 8.384981 0.0 0.0 0.0 0.071
H -9.235236 -6.277376 8.161066 0.0 0.1 -0.1 0.079
H -8.132711 -5.139676 8.965525 -0.1 0.0 -0.1 0.084
H -4.462579 -3.624562 5.451799 0.0 -0.1 0.0 0.059
H -3.192193 -4.463361 6.374434 -0.1 -0.1 0.0 0.069
H -4.284142 -3.328766 7.209879 -0.1 -0.1 0.1 0.078
O 4.261159 3.163502 0.796878 0.0 -0.5 0.1 -0.284
S 3.648218 2.358801 1.817821 -0.6 0.2 0.3 0.591
O 4.137474 1.044248 2.127837 0.1 0.4 -0.3 -0.283
O 2.067969 2.268290 1.527141 0.5 0.3 0.3 -0.265
C 1.642039 1.831966 0.228459 -0.2 -0.5 -0.7 -0.253
C 1.747838 0.328326 0.067743 0.2 -0.2 0.2 -0.064
C 3.544203 3.295793 3.311426 -0.1 0.0 0.0 -0.123
H 2.202662 2.352540 -0.551972 0.1 0.1 0.2 0.112
H 0.598522 2.133253 0.130281 0.1 0.2 0.3 0.123
H 2.791092 0.008932 0.067186 0.0 0.0 0.0 0.077
H 1.295006 0.008974 -0.868945 0.0 0.1 0.0 0.057
H 1.254293 -0.185181 0.895726 0.0 0.1 0.0 0.076
H 3.122974 4.272284 3.086125 0.0 0.0 0.0 0.074
H 4.551880 3.405566 3.707170 0.0 0.0 -0.1 0.062
H 2.921298 2.756889 4.021911 0.0 0.0 -0.1 0.075
O 5.698282 5.748167 4.143817 -0.1 0.2 -0.4 -0.285
S 5.786972 7.038529 3.515267 0.5 0.5 0.0 0.592
O 4.904148 7.417444 2.449142 0.1 -0.4 0.3 -0.274
O 7.305267 7.286090 3.049542 -0.6 0.1 0.5 -0.264
C 7.927869 6.292925 2.221587 0.3 -0.5 -0.7 -0.259
C 7.473837 6.391696 0.777322 -0.3 0.1 0.0 -0.070
C 5.734559 8.287655 4.764072 0.1 0.0 0.0 -0.121
H 7.749372 5.292957 2.624034 -0.1 0.1 0.1 0.115
H 9.001228 6.476249 2.277967 -0.1 0.2 0.2 0.121
H 6.422730 6.119264 0.675796 0.0 0.0 0.0 0.071
H 8.059263 5.721877 0.146146 0.0 0.0 0.1 0.082
H 7.581779 7.413010 0.408910 0.1 0.0 0.0 0.084
H 6.441751 8.030155 5.548645 0.0 0.0 0.0 0.074
H 4.721939 8.313113 5.162171 0.0 -0.1 -0.1 0.077
H 5.983280 9.245143 4.312569 0.0 0.0 0.0 0.075